Record 1
This record from the Open Molecules 2025 dataset describes C3H9NO in the gas phase. The level of theory is ωB97M-V with the def2-TZVPD basis set.

Structure (ORCA input):
```
! RIJCOSX wB97M-V def2-TZVPD def2/J DEFGRID3
* xyz 0 1
C 1.790 -0.300 0.683
N 1.292 0.389 -0.491
C -0.086 0.696 -0.476
O -0.900 -0.477 -0.364
C -2.017 -0.276 0.476
H 1.067 -0.966 1.152
H 2.638 -0.922 0.389
H 2.158 0.408 1.431
H 1.718 0.153 -1.364
H -0.303 1.349 0.376
H -0.368 1.228 -1.385
H -2.765 0.311 -0.065
H -1.763 0.185 1.434
H -2.478 -1.234 0.721
*
```

Output
- Relative energy (zero: lowest compared OMol25 entry of this formula, charge and spin): 34.0 kcal per mole
- SMILES: CNCOC
- HOMO-LUMO gap: 10.033 eV
- LUMO: 1.14 eV

***

Record 2
This record from the Open Molecules 2025 dataset describes C7H10N2 in the gas phase. The level of theory is ωB97M-V with the def2-TZVPD basis set.

Structure (ORCA input):
```
! RIJCOSX wB97M-V def2-TZVPD def2/J DEFGRID3
* xyz 0 1
H 3.226 0.979 0.404
N 2.161 1.249 0.312
C 1.590 0.133 -0.125
N 2.300 -1.101 -0.077
C 0.075 -0.099 -0.244
C -0.937 0.784 -0.140
C -0.856 2.154 -0.072
C -2.135 -0.022 0.040
C -1.880 -1.408 0.176
C -0.402 -1.422 0.046
H 3.186 -1.068 -0.389
H 1.935 -2.118 -0.154
H 0.175 2.606 -0.580
H -1.818 2.490 -0.630
H -0.973 2.434 1.073
H -3.216 0.289 -0.052
H -2.577 -2.130 0.401
H -0.127 -2.044 -0.898
H 0.274 -1.705 0.909
*
```

Output
- Relative energy (zero: lowest compared OMol25 entry of this formula, charge and spin): 80.9 kcal per mole
- SMILES: [H]/N=C(\N)C1=C(C)C=CC1
- HOMO-LUMO gap: 8.960 eV
- LUMO: 0.67 eV

***

Record 3
This record from the Open Molecules 2025 dataset describes 9 unconnected molecules or ions with the total composition C4H25NO10S. The level of theory is ωB97M-V with the def2-TZVPD basis set.

Structure (ORCA input):
```
! RIJCOSX wB97M-V def2-TZVPD def2/J DEFGRID3
* xyz 1 2
O 1.975 -0.264 -2.126
C 1.429 0.743 -2.436
C -0.026 1.029 -1.969
C 0.123 2.051 -0.775
S 1.652 2.933 -0.657
N -0.636 -0.162 -1.472
C -0.906 -1.213 -2.471
O -0.583 -2.472 -1.955
H 1.942 1.561 -2.990
H -0.632 1.411 -2.789
H -0.697 2.771 -0.862
H -0.042 1.506 0.154
H 1.959 2.612 0.636
H -0.140 -0.514 -0.667
H -1.970 -1.240 -2.665
H -0.328 -1.041 -3.381
H 0.244 -2.484 -1.451
H 1.108 -2.272 1.317
H 1.919 -3.463 0.859
O 1.115 -2.973 0.649
H -3.335 -0.372 0.063
H -2.547 0.586 -0.857
O -3.430 0.416 -0.490
H 1.432 1.663 2.826
H 0.411 2.881 2.888
O 0.955 2.349 2.301
H 3.725 -0.289 -0.464
H 3.143 -1.491 0.335
O 3.203 -0.532 0.307
H 1.117 -0.406 2.468
H 2.563 0.006 2.082
O 1.960 -0.061 2.836
H -3.018 1.367 1.223
H -2.202 2.640 1.482
O -2.232 1.701 1.690
H -2.319 -2.711 -0.345
H -2.004 -2.816 1.143
O -2.596 -2.377 0.521
H -1.058 0.355 1.951
H -0.654 -0.894 1.101
O -0.621 -0.533 1.991
*
```

Output
- HOMO-LUMO gap (alpha / beta): 10.245 / 4.625 eV
- LUMO (alpha / beta): -3.60 / -8.61 eV

***

Record 4
This record from the Open Molecules 2025 dataset describes a molecular structure, C37H37F5P2Sn. The level of theory is ωB97M-V with the def2-TZVPD basis set.

Structure (ORCA input):
```
! RIJCOSX wB97M-V def2-TZVPD def2/J DEFGRID3
* xyz 0 1
Sn -2.616 -1.139 -0.139
C -2.228 -0.165 -3.174
C -0.933 0.206 -3.166
C -0.413 1.567 -2.837
C -1.298 2.240 -1.761
C -1.764 1.213 -0.827
C -3.138 0.890 -0.623
C -4.101 0.852 -1.842
C -3.373 0.781 -3.192
C -0.778 -1.144 1.068
H -2.507 -1.197 -3.415
H -0.150 -0.464 -3.535
H -0.367 2.236 -3.710
H 0.609 1.464 -2.450
H -0.713 3.009 -1.221
H -2.147 2.766 -2.192
H -0.915 0.815 -0.259
H -3.594 1.197 0.327
H -4.730 1.759 -1.792
H -4.782 -0.013 -1.764
H -4.081 0.402 -3.945
H -3.072 1.783 -3.541
H -1.059 -1.369 2.115
H -0.278 -0.163 0.967
H -0.160 -1.972 0.647
P 1.957 -1.107 -0.575
P 0.917 1.631 2.139
C 1.922 0.683 -0.485
C 1.573 1.660 0.458
C 3.491 -1.521 -1.383
C 4.002 -0.987 -2.581
C 5.057 -1.662 -3.209
C 5.621 -2.805 -2.624
C 5.102 -3.325 -1.432
C 4.053 -2.686 -0.804
C 0.767 -2.161 -1.767
C -0.635 -2.080 -1.704
C -1.501 -2.983 -2.313
C -0.968 -3.931 -3.188
C 0.414 -3.944 -3.376
C 1.279 -3.076 -2.692
C 1.743 2.747 3.342
C 3.157 2.694 3.353
C 3.900 3.264 4.381
C 3.263 4.012 5.383
C 1.872 4.170 5.333
C 1.124 3.581 4.310
C -0.802 2.226 2.356
C -1.555 1.226 3.005
C -2.919 1.376 3.221
C -3.566 2.519 2.771
C -2.841 3.534 2.130
C -1.450 3.426 1.993
H 2.526 1.063 -1.329
H 1.930 2.677 0.212
H 3.562 -0.103 -3.047
H 5.429 -1.307 -4.174
H 6.457 -3.316 -3.103
H 5.490 -4.242 -0.982
H 3.579 -3.076 0.101
H -0.971 -1.034 -1.393
H -2.598 -2.899 -2.219
H -1.626 -4.582 -3.761
H 0.860 -4.646 -4.070
H 2.369 -3.121 -2.838
H 3.665 2.168 2.543
H 4.980 3.117 4.408
H 3.850 4.475 6.184
H 1.376 4.763 6.109
H 0.050 3.780 4.270
H -1.065 0.295 3.297
H -3.457 0.558 3.708
H -4.651 2.609 2.898
H -3.384 4.395 1.696
H -0.897 4.258 1.542
F -0.431 -4.066 1.028
C -1.742 -3.691 1.130
F -2.475 -4.488 0.313
C -2.196 -3.863 2.584
F -2.122 -5.161 2.964
F -1.406 -3.137 3.413
F -3.489 -3.461 2.737
*
```

Output
- Relative energy (zero: lowest compared OMol25 entry of this formula, charge and spin): 154.0 kcal per mole
- HOMO-LUMO gap (alpha / beta): 5.069 / 6.757 eV
- LUMO (alpha / beta): -0.92 / -0.37 eV

***

Record 5
This record from the Open Molecules 2025 dataset describes a molecular structure, C36H47CrGeN2O4Si. The level of theory is ωB97M-V with the def2-TZVPD basis set.

Structure (ORCA input):
```
! RIJCOSX wB97M-V def2-TZVPD def2/J DEFGRID3
* xyz -1 5
Cr 1.214 0.022 -0.321
C 3.237 -0.066 -3.550
C 3.808 -1.311 -2.920
O 3.121 -1.573 -1.710
C 3.885 -2.264 -0.749
C 4.708 -1.290 0.064
O 3.826 -0.320 0.581
C 4.431 0.917 0.886
C 3.320 1.919 1.098
O 2.440 1.936 -0.005
C 2.863 2.658 -1.165
C 2.492 1.860 -2.393
O 3.600 1.061 -2.766
H 2.147 -0.166 -3.604
H 3.637 0.047 -4.565
H 4.880 -1.156 -2.736
H 3.697 -2.166 -3.601
H 4.550 -3.000 -1.224
H 3.181 -2.809 -0.116
H 5.459 -0.804 -0.575
H 5.234 -1.814 0.875
H 5.081 1.219 0.051
H 5.050 0.842 1.791
H 3.736 2.920 1.270
H 2.701 1.652 1.957
H 3.948 2.795 -1.150
H 2.376 3.637 -1.153
H 2.139 2.493 -3.217
H 1.649 1.188 -2.122
C 0.940 -2.455 2.035
C 0.506 -2.872 0.658
C 0.123 -4.166 0.376
C -0.306 -4.437 -0.935
C -0.343 -3.463 -1.889
C 0.075 -2.118 -1.571
N 0.496 -1.907 -0.271
N 0.146 -1.095 -2.383
Si -0.831 -0.788 -3.741
C -0.604 1.017 -4.183
C -2.639 -1.105 -3.387
C -0.359 -1.774 -5.277
H 0.458 -3.068 2.798
H 0.678 -1.411 2.212
H 2.025 -2.553 2.141
H 0.116 -4.918 1.153
H -0.620 -5.444 -1.191
H -0.671 -3.678 -2.896
H -0.572 1.605 -3.266
H -1.435 1.376 -4.790
H 0.316 1.189 -4.744
H -2.891 -0.698 -2.407
H -2.879 -2.167 -3.382
H -3.272 -0.620 -4.133
H 0.703 -1.653 -5.502
H -0.926 -1.423 -6.142
H -0.552 -2.840 -5.163
C -0.384 1.097 0.175
Ge -1.599 1.129 1.539
C -3.398 1.861 1.064
C -3.659 2.218 -0.257
C -4.907 2.695 -0.644
C -5.925 2.812 0.289
C -5.688 2.453 1.610
C -4.436 1.988 1.986
C -2.028 -0.654 2.297
C -2.051 -1.740 1.419
C -2.388 -3.016 1.849
C -2.724 -3.234 3.177
C -2.727 -2.168 4.065
C -2.384 -0.894 3.625
C -1.163 2.255 3.161
C -0.382 1.802 4.223
C 0.045 2.649 5.241
C -0.307 3.991 5.217
C -1.078 4.471 4.167
C -1.495 3.612 3.159
H -0.416 2.057 -0.375
H -2.865 2.092 -0.986
H -5.087 2.966 -1.678
H -6.902 3.175 -0.010
H -6.481 2.535 2.345
H -4.266 1.719 3.022
H -1.780 -1.573 0.382
H -2.382 -3.839 1.144
H -2.988 -4.229 3.518
H -2.997 -2.324 5.103
H -2.407 -0.076 4.331
H -0.065 0.766 4.251
H 0.653 2.257 6.050
H 0.019 4.657 6.008
H -1.356 5.519 4.133
H -2.097 4.012 2.350
*
```

Output
- Relative energy (zero: lowest compared OMol25 entry of this formula, charge and spin): 9.7 kcal per mole
- HOMO-LUMO gap (alpha / beta): 3.796 / 4.458 eV
- LUMO (alpha / beta): 2.19 / 2.18 eV

***

Record 6
This record from the Open Molecules 2025 dataset describes C2H6O2S in the gas phase. The level of theory is ωB97M-V with the def2-TZVPD basis set.

Structure (ORCA input):
```
! RIJCOSX wB97M-V def2-TZVPD def2/J DEFGRID3
* xyz 0 1
C -2.287 0.650 0.044
S -0.805 -0.092 0.018
O -0.779 -1.549 0.219
O 0.732 0.312 0.722
C 1.861 -0.300 0.135
H -2.212 1.630 -0.530
H -2.719 0.731 1.032
H -0.166 0.106 -1.268
H 1.628 -1.414 -0.110
H 2.840 -0.313 0.582
H 1.906 0.239 -0.844
*
```

Output
- Relative energy (zero: lowest compared OMol25 entry of this formula, charge and spin): 108.1 kcal per mole
- SMILES: C=[S@H](=O)OC
- HOMO-LUMO gap: 10.167 eV
- LUMO: 0.48 eV